(1)
114
Properties=species:S:1:pos:R:3:mulliken_charge:R:1 method="wB97M-V/def2-TZVPD" charge=-2 homo_lumo_gap_ev="4.8 / 4.1" max_force_ev_per_a=3.35 e_above_lowest_kcal_mol=90.1
Cd 1.882 11.719 19.539 0.97
O 5.670 12.143 22.042 -0.62
C 4.935 11.734 20.905 -0.23
O 4.000 12.493 20.640 -0.33
C 5.227 10.523 20.235 -0.17
C 6.370 9.793 20.473 -0.31
C 6.850 8.788 19.660 -1.79
C 6.275 8.758 18.366 0.59
C 5.125 9.420 18.054 0.64
N 4.372 10.009 19.187 2.35
C 4.555 9.600 16.744 -0.24
O 5.243 9.017 15.650 -0.73
O 3.516 10.203 16.509 -0.58
H 5.407 13.063 22.152 0.35
H 6.896 10.113 21.353 0.52
H 7.636 8.057 19.962 0.20
H 6.874 8.310 17.578 0.33
H 5.887 8.436 16.045 0.35
O 1.923 14.305 21.498 -0.64
N 1.088 13.737 20.495 -0.09
C 0.436 14.737 19.846 -1.05
C -0.451 14.713 18.766 0.55
C -1.093 15.878 18.357 -0.83
C -1.867 16.083 17.253 -1.02
C -2.028 14.969 16.359 -0.57
C -1.498 13.754 16.689 -0.15
C -0.794 13.632 17.900 1.37
P -0.674 11.963 18.550 0.49
C -2.183 11.690 19.599 -0.02
C -3.364 12.364 19.315 -0.63
C -4.574 11.981 19.937 -0.86
C -4.470 10.979 20.924 -0.69
C -3.299 10.336 21.263 -0.41
C -2.152 10.724 20.613 0.50
C -0.902 10.809 17.127 0.80
C -2.092 10.218 16.747 -0.71
C -2.078 9.392 15.629 -0.48
C -0.924 9.203 14.872 -0.72
C 0.261 9.827 15.264 -0.02
C 0.274 10.636 16.370 -0.49
H 2.813 14.252 21.109 0.36
H 0.682 15.756 20.238 0.07
H -0.864 16.764 18.986 0.21
H -2.275 17.061 17.006 0.34
H -2.660 15.043 15.465 0.33
H -1.593 12.845 16.037 0.23
H -3.371 13.023 18.537 0.67
H -5.478 12.448 19.566 0.41
H -5.434 10.597 21.373 0.20
H -3.383 9.529 22.033 0.41
H -1.239 10.131 20.855 -0.15
H -2.937 10.375 17.410 0.40
H -2.979 8.855 15.345 0.36
H -0.868 8.489 14.032 0.29
H 1.212 9.698 14.723 0.43
H 1.232 11.106 16.681 0.12
Cl 0.726 9.607 22.918 -0.01
C -0.471 8.790 23.835 0.16
Cl -1.833 9.846 24.314 -0.19
H -0.018 8.424 24.714 0.49
H -0.820 8.003 23.176 -0.44
C 2.977 9.805 19.349 -1.77
Ge 2.470 7.997 19.012 3.16
C 3.186 6.963 20.549 -0.61
C 3.590 7.676 21.676 -0.03
C 3.901 7.025 22.847 -1.01
C 3.788 5.663 22.885 -0.40
C 3.539 4.933 21.777 -0.78
C 3.235 5.584 20.587 -0.08
C 2.894 6.877 17.344 -0.08
C 4.256 6.523 17.202 -0.36
C 4.695 5.911 16.043 -0.19
C 3.778 5.558 15.040 -0.81
C 2.411 5.618 15.306 -0.71
C 2.008 6.325 16.441 -0.16
C 0.570 7.707 19.343 0.21
C 0.035 7.270 20.573 -0.47
C -1.319 7.072 20.761 -1.04
C -2.175 7.161 19.675 -0.86
C -1.665 7.558 18.457 -0.76
C -0.326 7.858 18.311 0.44
H 3.542 8.760 21.615 0.48
H 4.264 7.623 23.736 0.31
H 4.016 5.163 23.859 0.27
H 3.641 3.837 21.874 0.32
H 3.017 5.065 19.654 0.39
H 4.904 6.782 18.019 0.72
H 5.746 5.594 15.964 0.36
H 4.134 5.044 14.175 0.40
H 1.689 5.154 14.648 0.43
H 0.939 6.408 16.712 0.12
H 0.710 7.161 21.458 0.46
H -1.664 6.702 21.745 0.41
H -3.231 6.947 19.809 0.36
H -2.330 7.735 17.621 0.44
H 0.071 8.223 17.358 -0.20
C 8.528 11.140 15.676 -1.66
C 7.380 12.012 16.060 1.21
C 6.602 12.644 15.097 -0.59
C 5.450 13.307 15.439 -0.92
C 5.092 13.473 16.788 -0.42
C 5.912 12.939 17.751 -0.56
C 7.020 12.186 17.401 -0.52
S 3.614 14.246 17.386 1.59
O 3.352 15.075 16.225 -0.81
O 4.037 14.933 18.591 -0.77
O 2.712 13.115 17.669 -0.58
H 8.246 10.086 15.416 0.16
H 9.312 11.117 16.409 0.39
H 8.996 11.521 14.781 0.51
H 6.853 12.498 14.052 0.31
H 4.830 13.793 14.725 0.52
H 5.704 13.077 18.808 0.52
H 7.639 11.701 18.122 0.34


(2)
49
Properties=species:S:1:pos:R:3:nbo_charge:R:1 method="wB97M-V/def2-TZVPD" homo_lumo_gap_ev=8.9 max_force_ev_per_a=1.89 smiles="C[C@@H]1CCCCN1C(=O)[C@]12CC[C@](C)([C@H](N=O)C1)C2(C)C" e_above_lowest_kcal_mol=92.2
C 2.916 -1.628 -2.308 -0.63
C 2.837 -0.218 -1.678 -0.03
C 4.221 0.218 -1.103 -0.40
C 4.669 -0.577 0.103 -0.40
C 3.615 -0.421 1.164 -0.40
C 2.240 -0.915 0.668 -0.21
N 1.806 -0.216 -0.566 -0.47
C 0.522 0.315 -0.825 0.71
O 0.299 0.782 -1.946 -0.65
C -0.722 0.256 0.118 -0.13
C -0.579 1.111 1.407 -0.41
C -2.009 1.220 1.917 -0.44
C -2.829 0.426 0.901 0.03
C -4.344 0.767 0.954 -0.63
C -2.527 -1.104 1.111 -0.17
N -2.773 -1.617 2.462 0.15
O -3.947 -1.694 2.773 -0.28
C -1.053 -1.169 0.617 -0.41
C -2.085 0.727 -0.455 0.03
C -2.646 -0.140 -1.654 -0.63
C -2.091 2.226 -0.875 -0.64
H 3.277 -2.390 -1.614 0.20
H 3.612 -1.515 -3.146 0.21
H 1.915 -1.915 -2.636 0.22
H 2.592 0.558 -2.425 0.24
H 4.941 0.118 -1.900 0.21
H 4.185 1.246 -0.837 0.20
H 5.625 -0.145 0.435 0.21
H 4.834 -1.622 -0.085 0.20
H 3.897 -0.993 2.077 0.21
H 3.588 0.643 1.418 0.20
H 2.296 -1.982 0.481 0.19
H 1.601 -0.709 1.480 0.21
H 0.110 0.693 2.167 0.21
H -0.135 2.102 1.201 0.22
H -2.165 0.907 2.938 0.22
H -2.372 2.225 1.875 0.21
H -4.960 0.056 0.386 0.22
H -4.498 1.754 0.552 0.21
H -4.707 0.792 2.003 0.22
H -3.165 -1.644 0.428 0.22
H -0.471 -1.422 1.472 0.22
H -0.879 -1.929 -0.173 0.22
H -3.690 0.045 -1.737 0.21
H -2.153 0.179 -2.552 0.24
H -2.494 -1.207 -1.561 0.20
H -1.441 2.395 -1.735 0.25
H -3.103 2.489 -1.214 0.21
H -1.759 2.918 -0.080 0.21


(3)
9
Properties=species:S:1:pos:R:3:nbo_charge:R:1 method="wB97M-V/def2-TZVPD" homo_lumo_gap_ev=7.6 max_force_ev_per_a=3.58 e_above_lowest_kcal_mol=46.7
C -0.170 -0.103 -0.007 0.57
C 1.304 0.126 0.004 -0.67
N -0.538 -1.275 -0.167 -0.59
O -0.873 1.096 0.188 -0.71
Br -2.203 -1.856 0.009 0.21
I -2.840 1.559 -0.018 0.48
H 1.985 -0.549 0.595 0.25
H 1.553 1.114 0.253 0.23
H 1.782 -0.112 -0.858 0.24


(4)
10
Properties=species:S:1:pos:R:3:nbo_charge:R:1 method="wB97M-V/def2-TZVPD" homo_lumo_gap_ev=7.9 max_force_ev_per_a=3.09 smiles=CCSS e_above_lowest_kcal_mol=23.1
C 1.502 0.288 -0.116 -0.64
C 0.000 0.325 -0.324 -0.53
S -0.727 -0.721 0.967 0.11
S -2.936 -0.452 0.135 -0.17
H 1.853 -0.735 -0.259 0.21
H 1.762 0.605 0.902 0.21
H 2.165 0.870 -0.757 0.23
H -0.319 -0.044 -1.302 0.22
H -0.385 1.341 -0.228 0.21
H -2.914 -1.476 0.982 0.14